[1]
The following is a DFT calculation (the ωB97M-V functional and the def2-TZVPD basis) of a structure of composition C28H38GeN3OReS2Te.

Its HOMO energy (alpha / beta) is -2.8 / -2.9 eV. Its net charge is -1. The spin multiplicity is 4. The value obtained for the energy relative to the best compared isomer or geometry (same formula, charge and spin) is 4.0 kcal per mole. As for the electronic energy: -123782.02002 eV.

Last column: Mulliken charge in e.
Element x y z (Å)
Re1 -1.169 0.994 0.504  0.565
C1 0.791 0.302 -2.832  -1.086
N1 1.114 1.069 -1.614  1.302
C2 2.146 0.515 -0.759  0.590
C3 2.190 1.279 0.559  -2.464
N2 1.086 0.945 1.476  1.536
C4 1.430 -0.353 2.110  -1.531
C5 0.884 1.911 2.547  0.415
C6 1.848 2.859 2.873  -0.445
C7 1.664 3.717 3.951  -0.905
C8 0.517 3.607 4.720  -0.516
C9 -0.447 2.659 4.397  -0.859
C10 -0.297 1.800 3.307  0.362
S1 -1.590 0.674 2.864  -0.389
C11 1.337 2.457 -1.941  -1.343
C12 2.533 2.874 -2.525  0.004
C13 2.721 4.191 -2.918  -1.028
C14 1.680 5.100 -2.738  -0.472
C15 0.494 4.697 -2.144  -0.654
C16 0.296 3.374 -1.704  0.930
S2 -1.220 2.943 -0.932  -0.629
H1 1.619 0.367 -3.550  0.380
H2 -0.055 0.817 -3.286  0.390
H3 -0.432 -1.439 -3.185  0.685
H4 3.149 0.569 -1.203  0.042
H5 1.924 -0.540 -0.582  -0.203
H6 2.152 2.341 0.339  0.872
H7 3.146 1.066 1.051  0.474
H8 2.331 -0.220 2.719  0.417
H9 1.605 -1.105 1.347  0.209
H10 0.608 -0.689 2.729  0.333
H11 2.756 2.940 2.291  0.354
H12 2.411 4.470 4.173  0.366
H13 0.370 4.266 5.569  0.356
H14 -1.360 2.584 4.974  0.424
H15 3.331 2.156 -2.686  0.291
H16 3.660 4.503 -3.360  0.373
H17 1.800 6.130 -3.061  0.347
H18 -0.316 5.406 -1.995  0.411
Te1 -3.615 0.676 -0.420  -0.291
C17 -4.649 -0.387 1.129  -0.089
C18 -5.078 -1.708 0.973  -0.282
C19 -5.732 -2.385 2.002  -0.593
C20 -5.984 -1.739 3.207  -0.391
C21 -5.582 -0.417 3.368  -0.538
C22 -4.921 0.250 2.342  -0.349
H19 -4.918 -2.210 0.025  0.484
H20 -6.045 -3.415 1.862  0.349
H21 -6.487 -2.261 4.012  0.367
H22 -5.780 0.096 4.304  0.352
H23 -4.589 1.271 2.489  0.378
C23 -1.121 -3.563 1.525  -1.479
C24 -1.203 -2.545 0.423  0.298
N3 -2.146 -2.724 -0.524  -0.287
O1 -0.439 -1.593 0.401  0.030
H24 -1.756 -4.432 1.347  0.500
H25 -1.436 -3.069 2.448  0.274
H26 -0.086 -3.881 1.648  0.265
H27 -2.880 -3.382 -0.335  0.266
H28 -2.433 -1.879 -1.010  0.111
C25 1.311 -3.503 -4.438  -1.339
Ge1 1.776 -2.509 -2.813  0.466
C26 1.910 -3.779 -1.331  -1.303
C27 3.561 -1.759 -3.117  -1.268
C28 0.397 -1.153 -2.531  0.783
H29 2.117 -4.184 -4.733  0.374
H30 1.137 -2.801 -5.258  0.390
H31 0.400 -4.088 -4.289  0.380
H32 2.572 -4.603 -1.613  0.483
H33 0.927 -4.189 -1.081  0.290
H34 2.317 -3.292 -0.440  0.367
H35 4.260 -2.576 -3.322  0.458
H36 3.918 -1.207 -2.245  0.351
H37 3.556 -1.084 -3.976  0.360
H38 0.012 -1.212 -1.511  -1.074

[2]
The following is a DFT calculation (the ωB97M-V functional and the def2-TZVPD basis) of a structure of composition C5H12NO at a distorted geometry.

Its HOMO energy is -14.7 eV. Its net charge is +1. The value obtained for the energy relative to the best compared isomer or geometry (same formula, charge and spin) is 235.0 kcal per mole. As for the electronic energy: -8900.43672 eV.

Last column: Mulliken charge in e.
Element x y z (Å)
O1 2.418 -1.006 0.744  -0.380
C1 1.815 -1.310 -0.285  0.160
C2 0.437 -0.656 -0.940  -0.181
C3 0.314 0.762 -0.834  -0.562
C4 1.373 1.380 0.491  -0.738
C5 0.560 0.990 1.826  -0.943
N1 1.982 -0.558 -1.574  -0.492
H1 1.512 -2.383 -0.350  0.457
H2 -0.345 -1.151 -1.569  0.454
H3 0.887 1.502 -1.369  0.302
H4 -0.498 1.432 -0.546  0.577
H5 1.126 2.411 0.229  0.511
H6 2.392 1.030 0.307  0.488
H7 0.646 -0.086 1.972  0.335
H8 1.125 1.277 2.701  0.377
H9 -0.464 1.269 1.694  0.357
H10 2.448 -1.225 -2.204  0.280
H11 -34.737 0.575 1.336  0.000
H12 -34.442 -0.139 1.420  0.000

[3]
The following is a DFT calculation (the ωB97M-V functional and the def2-TZVPD basis) of a cluster of 2 separate species, C9H14 in total at a distorted geometry.

Its HOMO energy is -9.0 eV. Its net charge is 0. Its SMILES is Cc1ccccc1.CC. The value obtained for the energy relative to the best compared isomer or geometry (same formula, charge and spin) is 20.0 kcal per mole. As for the electronic energy: -9559.31233 eV.

Last column: Mulliken charge in e.
Element x y z (Å)
C1 -3.174 0.772 -0.999  -0.832
C2 -3.744 0.370 0.368  -0.776
H1 -2.426 0.080 -1.408  0.254
H2 -3.987 0.825 -1.728  0.319
H3 -2.524 1.632 -0.886  0.272
H4 -4.410 -0.477 0.265  0.267
H5 -2.908 0.089 1.013  0.220
H6 -4.371 1.191 0.733  0.301
C3 2.849 1.488 0.927  -1.371
C4 2.229 -1.794 -0.845  -0.427
C5 0.852 -1.971 -0.620  -0.724
C6 2.863 -0.780 -0.134  -0.558
C7 2.115 0.212 0.534  1.013
C8 0.185 -1.009 0.072  -0.063
C9 0.738 0.134 0.635  -0.585
H7 2.811 -2.262 -1.631  0.375
H8 0.362 -2.884 -0.930  0.390
H9 3.941 -0.780 -0.022  0.370
H10 -0.879 -1.186 0.279  0.262
H11 3.378 1.946 0.102  0.306
H12 3.683 1.307 1.638  0.333
H13 0.206 0.912 1.163  0.309
H14 2.210 2.185 1.471  0.345